1.
The following is a DFT calculation (ωB97M-V/def2-TZVPD) of a cluster of 2 separate species, C5H7NO2S in total.

Structure (XYZ):
```
16
C5H7NO2S (ωB97M-V/def2-TZVPD)
C -1.187 -0.489 0.944
C -1.000 0.797 0.975
C -1.579 -0.865 -0.409
C -1.225 1.247 -0.426
C 2.131 -0.836 -0.749
N -1.537 0.302 -1.219
O -1.875 -1.967 -0.822
O -0.955 2.464 -0.818
S 1.544 -1.557 0.849
H -1.137 -1.103 1.784
H -0.773 1.354 1.822
H 1.426 0.012 -0.886
H 2.022 -1.429 -1.704
H 3.223 -0.652 -0.800
H 1.786 -0.313 1.378
H -0.866 3.034 0.081
```

Output
* net charge: 0
* LUMO (alpha / beta): 0.171 / -3.508 eV
* relative energy (zero: lowest compared OMol25 entry of this formula, charge and spin): 0.0 kcal/mol
* multiplicity: 3

=====

2.
The following is a DFT calculation (ωB97M-V/def2-TZVPD) of a structure of composition C28H39N7O7P2Rb.

Structure (XYZ):
```
84
C28H39N7O7P2Rb (ωB97M-V/def2-TZVPD)
Rb 0.452 1.363 -0.252
C 0.611 -0.729 -5.280
C 0.424 -0.089 -4.040
N 1.090 -0.418 -2.958
C 2.031 -1.388 -3.019
C 2.300 -2.093 -4.223
C 1.538 -1.731 -5.360
C 3.297 -3.092 -4.264
C 4.011 -3.351 -3.115
C 3.780 -2.677 -1.919
C 2.778 -1.689 -1.795
N 2.407 -1.086 -0.673
C 3.127 -1.114 0.477
C 4.460 -0.736 0.593
C 5.098 -0.649 1.838
C 4.444 -0.953 3.004
C 3.099 -1.383 2.943
C 2.366 -1.755 4.094
C 1.089 -2.219 3.965
C 0.535 -2.302 2.669
N 1.163 -1.936 1.584
C 2.438 -1.478 1.693
H 0.036 -0.418 -6.143
H -0.295 0.722 -3.941
H 1.718 -2.251 -6.295
H 3.495 -3.619 -5.191
H 4.785 -4.112 -3.132
H 4.365 -2.930 -1.044
H 4.999 -0.469 -0.308
H 6.132 -0.323 1.872
H 4.935 -0.876 3.966
H 2.837 -1.671 5.067
H 0.502 -2.516 4.825
H -0.475 -2.683 2.537
N -2.253 -0.681 2.831
C -2.771 0.618 3.280
C -1.862 1.271 4.318
C -0.516 1.712 3.747
C -0.659 2.912 2.822
N 0.610 3.271 2.193
H -1.410 -0.904 3.344
H -1.965 -0.627 1.861
H -3.767 0.481 3.716
H -2.890 1.276 2.417
H -1.708 0.564 5.142
H -2.375 2.138 4.747
H -0.046 0.893 3.189
H 0.175 1.955 4.562
H -1.113 3.741 3.385
H -1.365 2.677 2.022
H 1.172 3.847 2.804
H 0.429 3.819 1.354
O -1.722 4.497 0.096
P -0.962 4.212 -1.307
O -1.293 5.195 -2.354
O 0.437 3.839 -0.941
O -1.697 2.756 -1.745
P -2.898 2.006 -0.992
O -3.468 1.092 -2.247
O -3.949 2.966 -0.566
O -2.325 1.008 -0.030
H -2.686 4.365 -0.010
H -3.903 1.693 -2.865
C -3.885 -2.136 -1.399
C -3.240 -2.030 0.001
N -1.843 -2.445 -0.063
C -1.137 -1.670 -1.083
C -1.679 -2.013 -2.487
N -2.906 -2.861 -2.283
C -2.522 -4.174 -1.674
C -1.747 -3.857 -0.368
H -4.042 -1.151 -1.840
H -4.812 -2.709 -1.407
H -3.758 -2.655 0.729
H -3.284 -0.991 0.325
H -0.065 -1.859 -1.020
H -1.332 -0.619 -0.890
H -0.983 -2.593 -3.095
H -1.991 -1.124 -3.031
H -3.339 -3.022 -3.186
H -1.920 -4.712 -2.405
H -3.445 -4.726 -1.495
H -0.693 -4.114 -0.477
H -2.158 -4.441 0.456
```

Output
* net charge: -1
* LUMO: 1.236 eV
* relative energy (zero: lowest compared OMol25 entry of this formula, charge and spin): 34.2 kcal/mol
* multiplicity: 1

=====

3.
The following is a DFT calculation (ωB97M-V/def2-TZVPD) of a cluster of 9 separate species, C62H137F6N9P in total.

Structure (XYZ):
```
215
C62H137F6N9P (ωB97M-V/def2-TZVPD)
C -10.987 -33.942 -11.559
C -11.580 -32.549 -11.944
N -10.739 -31.741 -12.874
C -9.901 -32.206 -13.897
C -9.146 -31.140 -14.391
N -9.578 -29.936 -13.759
C -10.718 -30.358 -12.985
C -8.954 -28.638 -13.852
H -11.771 -34.483 -11.028
H -10.210 -33.731 -10.824
H -10.672 -34.560 -12.399
H -11.709 -31.888 -11.087
H -12.492 -32.677 -12.527
H -9.933 -33.284 -13.966
H -8.309 -31.212 -15.070
H -11.382 -29.673 -12.478
H -8.412 -28.542 -12.912
H -9.638 -27.793 -13.935
H -8.169 -28.594 -14.607
C -2.749 -25.813 -13.476
C -2.072 -24.486 -13.869
C -3.059 -23.467 -14.376
N -2.484 -22.295 -15.265
C -1.358 -21.580 -14.441
C -3.598 -21.413 -15.904
C -2.948 -20.594 -17.000
C -1.926 -21.536 -17.579
C -1.965 -22.768 -16.708
H -3.475 -25.571 -12.699
H -2.179 -26.586 -12.961
H -3.469 -26.327 -14.113
H -1.426 -24.657 -14.730
H -1.517 -23.981 -13.079
H -3.606 -22.917 -13.610
H -3.783 -23.945 -15.037
H -0.465 -22.192 -14.568
H -1.661 -21.411 -13.408
H -1.210 -20.619 -14.933
H -3.839 -20.822 -15.021
H -4.483 -21.915 -16.297
H -2.555 -19.614 -16.730
H -3.757 -20.335 -17.682
H -0.919 -21.119 -17.568
H -2.212 -21.723 -18.614
H -0.989 -23.197 -16.480
H -2.673 -23.475 -17.141
C -11.385 -22.249 -12.526
C -9.900 -21.713 -12.694
C -9.697 -20.227 -12.476
N -10.159 -19.365 -13.654
C -9.245 -19.702 -14.855
C -9.869 -17.962 -13.148
C -10.624 -17.013 -14.153
C -11.889 -17.857 -14.470
C -11.672 -19.242 -14.021
H -11.453 -23.334 -12.601
H -12.081 -21.938 -13.306
H -11.886 -21.964 -11.601
H -9.497 -22.061 -13.645
H -9.268 -22.140 -11.916
H -8.619 -20.077 -12.423
H -10.099 -20.028 -11.483
H -9.706 -20.444 -15.507
H -8.296 -20.041 -14.440
H -9.137 -18.898 -15.583
H -8.806 -17.765 -13.009
H -10.393 -17.910 -12.194
H -10.086 -16.833 -15.084
H -10.862 -16.033 -13.740
H -12.167 -17.790 -15.521
H -12.753 -17.451 -13.944
H -11.852 -20.007 -14.776
H -12.259 -19.541 -13.153
C -16.379 -25.656 -9.369
C -15.001 -25.767 -8.778
C -13.898 -26.396 -9.716
N -12.562 -26.797 -8.987
C -12.831 -28.046 -8.147
C -11.568 -27.172 -10.113
C -11.013 -25.811 -10.600
C -11.413 -24.727 -9.535
C -11.875 -25.669 -8.331
H -16.619 -26.596 -9.868
H -16.521 -24.907 -10.148
H -17.085 -25.634 -8.539
H -15.091 -26.376 -7.878
H -14.582 -24.843 -8.379
H -13.670 -25.739 -10.556
H -14.229 -27.358 -10.108
H -13.681 -27.887 -7.482
H -11.840 -28.180 -7.713
H -13.034 -28.939 -8.738
H -10.741 -27.725 -9.669
H -11.998 -27.848 -10.852
H -9.948 -25.830 -10.833
H -11.471 -25.530 -11.549
H -10.574 -24.108 -9.218
H -12.228 -24.029 -9.724
H -10.904 -26.000 -7.963
H -12.431 -25.306 -7.467
C -6.715 -27.052 -8.488
C -5.406 -27.472 -7.711
C -5.783 -28.083 -6.305
N -4.738 -28.970 -5.620
C -3.264 -28.470 -5.464
C -4.759 -30.333 -6.410
C -4.623 -31.348 -5.276
C -4.545 -30.630 -3.899
C -5.239 -29.316 -4.206
H -7.275 -26.279 -7.961
H -7.401 -27.824 -8.835
H -6.542 -26.675 -9.496
H -4.664 -26.694 -7.533
H -4.788 -28.044 -8.401
H -6.717 -28.644 -6.286
H -6.034 -27.228 -5.678
H -3.320 -27.726 -4.669
H -3.074 -28.041 -6.447
H -2.549 -29.249 -5.201
H -3.830 -30.369 -6.979
H -5.597 -30.363 -7.107
H -3.770 -31.987 -5.506
H -5.430 -32.074 -5.378
H -3.492 -30.492 -3.653
H -4.976 -31.267 -3.127
H -5.033 -28.468 -3.553
H -6.328 -29.346 -4.236
C -10.653 -22.047 -21.483
C -10.338 -22.290 -20.031
C -9.061 -23.195 -19.883
N -8.680 -23.415 -18.457
C -9.678 -24.274 -17.696
C -7.317 -24.204 -18.326
C -6.674 -23.887 -16.970
C -7.318 -22.537 -16.563
C -8.262 -22.183 -17.721
H -9.912 -21.474 -22.040
H -11.559 -21.467 -21.654
H -10.711 -22.998 -22.012
H -11.243 -22.692 -19.574
H -10.027 -21.361 -19.554
H -8.209 -22.672 -20.317
H -9.193 -24.130 -20.427
H -9.265 -24.220 -16.688
H -9.769 -25.226 -18.219
H -10.681 -23.847 -17.713
H -7.429 -25.228 -18.682
H -6.667 -23.797 -19.101
H -6.989 -24.737 -16.365
H -5.589 -23.892 -17.073
H -7.806 -22.622 -15.592
H -6.716 -21.635 -16.459
H -9.097 -21.489 -17.623
H -7.811 -21.585 -18.513
C -3.868 -35.296 -11.439
C -4.179 -33.831 -11.194
C -4.274 -32.957 -12.452
N -4.546 -31.381 -12.259
C -5.645 -30.929 -11.296
C -4.886 -30.707 -13.519
C -4.277 -29.287 -13.451
C -3.111 -29.287 -12.430
C -3.189 -30.722 -11.868
H -3.695 -35.846 -10.514
H -2.854 -35.391 -11.829
H -4.459 -35.847 -12.171
H -3.407 -33.518 -10.490
H -5.043 -33.798 -10.530
H -5.062 -33.210 -13.161
H -3.420 -33.080 -13.117
H -6.400 -31.538 -11.793
H -5.873 -29.866 -11.222
H -5.371 -31.438 -10.371
H -5.960 -30.770 -13.692
H -4.352 -31.326 -14.241
H -4.926 -28.573 -12.943
H -3.935 -28.885 -14.405
H -3.166 -28.555 -11.624
H -2.198 -29.004 -12.954
H -3.235 -30.603 -10.786
H -2.366 -31.369 -12.171
C -7.403 -23.720 -5.506
C -6.421 -22.877 -6.422
C -6.590 -22.861 -7.978
N -5.269 -22.419 -8.682
C -4.957 -20.905 -8.399
C -5.453 -22.562 -10.217
C -4.065 -22.785 -10.696
C -3.145 -23.124 -9.558
C -4.103 -23.424 -8.396
H -7.255 -23.583 -4.435
H -7.476 -24.775 -5.771
H -8.377 -23.278 -5.715
H -5.539 -23.442 -6.121
H -6.237 -21.929 -5.916
H -7.447 -22.226 -8.205
H -6.746 -23.856 -8.394
H -4.190 -20.518 -9.070
H -4.512 -20.952 -7.406
H -5.834 -20.312 -8.661
H -5.830 -21.694 -10.760
H -5.963 -23.518 -10.335
H -3.610 -22.014 -11.317
H -4.110 -23.599 -11.420
H -2.592 -22.218 -9.309
H -2.482 -23.962 -9.770
H -3.707 -23.232 -7.398
H -4.520 -24.423 -8.518
P -7.099 -25.422 -12.482
F -6.241 -26.347 -13.490
F -8.185 -25.431 -13.768
F -7.829 -26.699 -11.770
F -7.999 -24.348 -11.661
F -5.823 -25.419 -11.454
F -6.358 -24.191 -13.249
```

Output
* net charge: +8
* LUMO (alpha / beta): -18.089 / -21.642 eV
* multiplicity: 2

=====

4.
The following is a DFT calculation (ωB97M-V/def2-TZVPD) of the molecule C2N4O2S2.

Structure (XYZ):
```
10
C2N4O2S2 (ωB97M-V/def2-TZVPD)
C 0.282 -1.676 -0.703
C -1.981 -0.436 0.398
N -0.466 -1.063 -1.379
N -2.609 -1.022 1.143
N 1.164 1.567 0.196
N 0.153 0.755 0.583
O 1.990 1.967 0.974
O 1.170 1.740 -1.018
S 1.168 -2.374 0.413
S -0.870 0.543 -0.607
```

Output
* net charge: 0
* LUMO: -2.198 eV
* relative energy (zero: lowest compared OMol25 entry of this formula, charge and spin): 25.4 kcal/mol
* multiplicity: 1

=====

5.
The following is a DFT calculation (ωB97M-V/def2-TZVPD) of a structure of composition C23H43N2OP3SeSn.

Structure (XYZ):
```
74
C23H43N2OP3SeSn (ωB97M-V/def2-TZVPD)
Sn -1.293 -1.453 -1.707
P -1.285 -2.763 0.805
P 1.775 -0.956 1.828
P 1.379 -1.762 -1.620
H -2.990 2.036 -4.153
C -2.940 0.970 -4.417
C -2.765 0.074 -3.429
H -2.772 0.444 -2.377
C -2.702 -2.349 1.891
C -0.454 -4.026 1.849
C -2.127 -3.938 -0.390
C 3.092 0.326 2.024
C 1.055 -0.787 3.531
C 2.849 -2.453 2.068
C 1.101 -1.683 -3.450
C 1.782 -3.531 -1.383
C 3.054 -1.005 -1.571
H -3.139 0.698 -5.465
H -2.823 -1.000 -3.738
H -3.073 -1.344 1.660
H -2.386 -2.355 2.941
H -3.508 -3.077 1.737
H -0.070 -3.587 2.776
H 0.379 -4.475 1.300
H -1.176 -4.812 2.092
H -2.816 -3.431 -1.091
H -2.742 -4.609 0.215
H -1.385 -4.495 -0.975
H 3.779 0.050 2.837
H 2.633 1.302 2.225
H 3.641 0.408 1.079
H 1.831 -0.948 4.285
H 0.231 -1.497 3.657
H 0.631 0.218 3.616
H 3.449 -2.342 2.981
H 3.503 -2.565 1.196
H 2.225 -3.349 2.135
H 1.993 -2.068 -3.958
H 0.920 -0.644 -3.763
H 0.246 -2.298 -3.770
H 2.388 -3.881 -2.227
H 0.876 -4.147 -1.326
H 2.355 -3.679 -0.458
H 3.561 -1.251 -2.516
H 3.655 -1.396 -0.742
H 2.968 0.087 -1.482
C 1.144 2.516 -2.299
C -0.075 2.431 -3.005
C -0.070 2.563 -4.394
C 1.121 2.836 -5.075
C 2.341 2.868 -4.373
C 2.351 2.646 -3.002
Se 1.383 2.570 -0.408
H 0.248 1.695 -0.158
H -1.017 2.288 -2.460
H -1.004 2.459 -4.958
H 1.122 3.028 -6.149
H 3.285 3.079 -4.884
H 3.290 2.662 -2.463
N -1.872 5.920 3.259
C -1.621 4.914 2.367
O -1.293 5.132 1.203
C -1.841 3.521 2.886
C -2.429 3.207 4.128
C -2.547 1.870 4.497
C -2.070 0.879 3.620
N -1.494 1.170 2.453
C -1.400 2.452 2.083
H -1.666 6.858 2.934
H -1.898 5.766 4.253
H -2.797 3.985 4.782
H -2.999 1.539 5.431
H -2.167 -0.177 3.883
H -0.929 2.665 1.126
```

Output
* net charge: +4
* LUMO (alpha / beta): -14.752 / -15.100 eV
* multiplicity: 1

=====

6.
The following is a DFT calculation (ωB97M-V/def2-TZVPD) of a structure of composition C13H18Br27.

Structure (XYZ):
```
58
C13H18Br27 (ωB97M-V/def2-TZVPD)
C 1.530 1.508 -1.109
C 1.715 0.592 0.101
C 1.105 1.224 1.342
C 1.874 2.441 1.935
H 1.570 2.596 -0.868
H 0.566 1.344 -1.614
H 2.300 1.321 -1.865
H 2.783 0.388 0.241
H 0.977 0.481 2.138
H 0.105 1.570 1.060
H 2.574 2.844 1.202
H 1.205 3.257 2.244
H 2.441 2.148 2.824
C 3.691 -1.167 4.956
Br 4.617 -0.295 3.522
Br 4.147 -0.412 6.674
Br 1.792 -1.163 4.661
H 4.008 -2.199 4.972
C -1.048 4.055 4.778
Br -2.833 3.320 4.808
Br 0.283 2.675 4.775
Br -0.807 5.258 3.302
H -0.931 4.627 5.686
C 3.319 -2.844 -1.343
Br 3.714 -1.947 -3.010
Br 4.200 -1.972 0.141
Br 1.417 -3.017 -1.088
H 3.721 -3.843 -1.421
C -3.593 3.252 0.993
Br -1.980 3.261 -0.035
Br -4.192 5.028 1.445
Br -4.998 2.250 0.131
H -3.375 2.752 1.926
C -6.202 7.906 4.086
Br -4.650 8.214 2.999
Br -7.092 9.552 4.540
Br -7.384 6.655 3.231
H -5.871 7.454 5.009
C -8.675 5.347 -0.656
Br -9.233 4.619 1.034
Br -7.342 4.243 -1.484
Br -10.177 5.656 -1.819
H -8.221 6.307 -0.454
C 4.186 -4.781 -5.597
Br 3.996 -5.675 -3.912
Br 5.012 -5.929 -6.908
Br 2.507 -4.094 -6.225
H 4.845 -3.938 -5.442
C 4.270 -9.436 -7.762
Br 3.041 -10.622 -8.645
Br 5.018 -10.233 -6.184
Br 5.646 -8.828 -8.962
H 3.715 -8.562 -7.449
C 0.160 -6.517 -0.614
Br 1.881 -7.361 -0.489
Br -0.925 -7.333 -1.978
Br -0.738 -6.492 1.084
H 0.338 -5.490 -0.906
```

Output
* net charge: -1
* LUMO: 1.208 eV
* multiplicity: 1

=====

7.
The following is a DFT calculation (ωB97M-V/def2-TZVPD) of a cluster of 2 separate species, C12H17N in total.

Structure (XYZ):
```
30
C12H17N (ωB97M-V/def2-TZVPD)
C 1.456 1.540 -0.325
C 1.273 1.036 1.074
C 1.452 1.846 2.186
N 0.884 1.065 3.316
C 0.704 -0.213 2.904
C 0.231 -1.368 3.582
C -0.043 -2.431 2.772
C 0.259 -2.542 1.427
C 0.665 -1.459 0.754
C 0.887 -0.261 1.488
H 0.396 1.857 -0.653
H 1.918 0.769 -1.066
H 2.053 2.506 -0.328
H 1.879 2.764 2.348
H 0.901 1.421 4.192
H 0.225 -1.335 4.656
H -0.357 -3.428 3.238
H 0.121 -3.517 0.995
H 0.877 -1.358 -0.269
C -2.096 -0.799 -2.411
C -1.000 0.045 -3.174
C -1.168 1.500 -3.243
H -2.476 -0.463 -1.430
H -1.625 -1.762 -2.441
H -3.012 -0.838 -3.002
H -0.063 -0.240 -2.635
H -0.938 -0.352 -4.190
H -2.066 2.174 -2.893
H -0.342 1.927 -2.656
H -0.997 1.916 -4.219
```

Output
* net charge: 0
* structure (SMILES): Cc1c[nH]c2ccccc12.CCC
* LUMO: 0.961 eV
* relative energy (zero: lowest compared OMol25 entry of this formula, charge and spin): 48.2 kcal/mol
* multiplicity: 1

=====

E_tot
In order: -797.96590, -2707.53998, -3874.32246, -1241.84780, -4725.05295, -70004.34962, -522.14344
Unit: hartree